[1]
Molecular formula: C6H9Br
Method: DFT, ωB97M-V/def2-TZVPD

## Properties
relative energy (zero: lowest compared OMol25 entry of this formula, charge and spin) = 48.2 kcal/mol
lowest unoccupied orbital energy = 0.99 eV
electronic energy = -76407.6115 eV
SMILES = C/C=C(\C)Br.C#C

Last column: Löwdin charge in e.
Element x y z (Å)
C 1.3587 1.4541 0.4601  -0.0871
C -3.0129 0.6367 -1.8248  -0.0254
C 0.4342 0.4377 -0.1225  -0.2296
C -3.4123 0.3046 -0.7494  -0.0271
C 1.5239 -1.5812 0.9384  -0.1444
C 0.5130 -0.8647 0.0989  -0.7218
Br -0.7624 -2.0190 -0.7585  0.6990
H 0.8423 2.0305 1.2274  0.0799
H 1.6782 2.1450 -0.3186  0.0754
H -2.7043 0.8894 -2.7971  0.0153
H 2.2357 0.9958 0.9060  0.0642
H -0.3569 0.8231 -0.7528  0.0713
H -3.6940 0.0409 0.2267  0.0148
H 1.4115 -1.3184 1.9922  0.0856
H 2.5345 -1.3155 0.6288  0.0793
H 1.4109 -2.6589 0.8452  0.0505

Cartesian forces, eV/Å:
0.0 -0.1 0.0
-0.3 -0.1 0.2
-0.2 -0.1 -0.1
0.2 0.3 -0.3
0.0 -0.1 0.1
-0.2 -0.1 -0.3
0.2 0.0 0.1
0.0 0.1 0.1
0.1 0.1 0.0
0.2 0.1 -0.5
0.1 0.0 0.1
-0.1 -0.1 0.0
-0.2 -0.2 0.5
0.0 0.0 0.0
0.1 0.0 0.0
0.0 0.1 0.0

---

[2]
Molecular formula: CH4N6O
Method: DFT, ωB97M-V/def2-TZVPD

## Properties
relative energy (zero: lowest compared OMol25 entry of this formula, charge and spin) = 74.6 kcal/mol
lowest unoccupied orbital energy = 0.22 eV
electronic energy = -12083.7063 eV
SMILES = N/N=c1/onnn1N

Last column: Löwdin charge in e.
Element x y z (Å)
C -0.6418 0.4839 0.2347  -0.3222
H -0.4942 -1.9829 -0.1548  0.0806
H -1.7402 -2.3611 0.9104  0.1103
H 1.9879 -0.4347 -1.5252  0.1257
H 1.8490 -0.1998 0.4474  0.1697
N -1.3678 -1.6342 0.2641  -0.0304
N -1.4715 -0.4044 0.6820  0.0096
N 0.1116 2.5817 0.2013  -0.0403
N 0.8119 1.9770 -0.5869  0.0276
N 0.3012 0.6252 -0.7937  -0.1146
N 1.3543 -0.4868 -0.5986  -0.0005
O -0.7003 1.8359 0.9192  -0.0155

Cartesian forces, eV/Å:
-2.5 0.4 2.5
-0.4 0.8 0.2
0.2 1.4 -0.7
-1.4 0.2 3.3
-1.0 -1.0 -4.3
-0.1 -4.3 -0.8
2.6 3.8 0.2
1.4 1.4 0.9
0.2 -0.7 -1.9
1.5 -1.6 1.5
1.1 2.7 0.8
-1.4 -3.1 -1.6

---

[3]
Molecular formula: C47H52N6P2Ti
Method: DFT, ωB97M-V/def2-TZVPD

## Properties
lowest unoccupied orbital energy = -12.93 eV
electronic energy = -100182.1853 eV
net charge = +4

Last column: Löwdin charge in e.
Element x y z (Å)
Ti 0.3114 0.1691 0.4150  0.9595
C 1.2359 4.1656 -1.2119  0.0400
C 0.6739 2.8766 -0.7364  -0.2440
N 1.2470 2.0218 0.0384  -0.0270
C 2.5669 2.2844 0.6573  -0.1325
C 2.7287 1.3390 1.8318  -0.1152
N 2.1698 -0.0251 1.5207  -0.1232
C 3.1403 -0.9593 0.8491  -0.1250
C 3.2086 -0.6730 -0.6279  -0.1293
N 1.8188 -0.5852 -1.1863  -0.0638
C 1.3204 -1.8925 -1.7551  -0.0978
C 0.2368 -2.4594 -0.8420  -0.1352
N -0.6429 -1.2950 -0.6191  -0.0899
C -1.6379 -1.0264 -1.3868  -0.2116
C -2.3461 -1.9865 -2.2623  0.0490
C -1.8818 0.4438 -1.4935  -0.1844
C -2.8265 1.0835 -2.2479  0.0630
C -2.6740 2.4563 -2.4847  0.0626
C -1.5446 3.1132 -2.0259  0.0766
C -0.6460 2.4041 -1.2449  -0.1740
N -0.8617 1.1255 -0.9365  0.0087
H 2.1443 4.4582 -0.6935  0.1001
H 0.4984 4.9672 -1.1170  0.1170
H 1.4677 4.0780 -2.2807  0.1344
H 2.6337 3.3044 1.0236  0.1225
H 3.3480 2.1601 -0.0888  0.1343
H 2.1645 1.7311 2.6748  0.1143
H 3.7727 1.2668 2.1285  0.1499
H 1.9921 -0.4578 2.4234  0.0522
H 2.7935 -1.9742 1.0315  0.1154
H 4.1230 -0.8672 1.3069  0.1517
H 3.7754 -1.4551 -1.1288  0.1442
H 3.7286 0.2581 -0.8285  0.1224
H 1.8453 0.0832 -1.9483  0.1340
H 2.1341 -2.6041 -1.8805  0.1445
H 0.8965 -1.7029 -2.7393  0.1403
H 0.6626 -2.8015 0.0970  0.0852
H -0.2608 -3.2981 -1.3219  0.1423
H -2.3305 -2.9996 -1.8657  0.0988
H -1.8741 -2.0033 -3.2541  0.1375
H -3.3826 -1.6826 -2.4103  0.1118
H -3.6629 0.5426 -2.6756  0.1487
H -3.4088 2.9890 -3.0795  0.1536
H -1.3654 4.1492 -2.2860  0.1473
C -2.0354 0.9076 3.5094  -0.2915
N -1.3476 0.1524 4.4961  -0.2101
C -0.3156 -0.7347 4.0830  -0.3247
P -0.5212 -1.5255 2.4281  1.0785
C 0.6674 -2.9021 2.6432  -0.3621
C 1.8607 -2.7201 3.3598  -0.1234
C 2.7297 -3.7828 3.5645  -0.0311
C 2.4277 -5.0387 3.0510  -0.0146
C 1.2497 -5.2297 2.3405  -0.0216
C 0.3740 -4.1707 2.1357  -0.0850
C -2.1656 -2.2791 2.4207  -0.3517
C -2.6655 -2.9179 1.2773  -0.1168
C -3.9001 -3.5484 1.3034  -0.0400
C -4.6608 -3.5325 2.4679  -0.0163
C -4.1686 -2.9098 3.6074  -0.0154
C -2.9269 -2.2881 3.5934  -0.0560
C -1.4479 0.4783 5.8932  -0.2718
C -2.6460 0.9651 6.3923  -0.0266
C -2.7473 1.3285 7.7299  -0.0391
C -1.6650 1.1853 8.5831  -0.0500
C -0.4820 0.6670 8.0906  -0.0453
C -0.3670 0.3160 6.7462  -0.0365
P -1.0185 1.7798 2.1891  1.1019
C -2.4452 2.5566 1.3418  -0.3550
C -3.4245 1.7142 0.7991  -0.1252
C -4.5961 2.2414 0.2743  -0.0559
C -4.7952 3.6177 0.2665  -0.0293
C -3.8246 4.4608 0.7927  -0.0288
C -2.6558 3.9376 1.3339  -0.0565
C -0.1230 3.1162 3.0316  -0.3593
C -0.0765 3.1508 4.4260  -0.0453
C 0.5649 4.2001 5.0790  -0.0146
C 1.1715 5.2159 4.3573  -0.0148
C 1.1228 5.1993 2.9650  -0.0356
C 0.4860 4.1579 2.3105  -0.1388
H -2.6036 1.7117 3.9697  0.1162
H -2.7316 0.3000 2.9295  0.0746
H -0.2260 -1.5637 4.7838  0.1236
H 0.6728 -0.2290 4.0586  0.0877
H 2.1093 -1.7749 3.8334  0.1000
H 3.6303 -3.6359 4.1491  0.1296
H 3.1003 -5.8705 3.2238  0.1334
H 0.9979 -6.2137 1.9623  0.1304
H -0.5575 -4.3556 1.6144  0.1033
H -2.0707 -2.9745 0.3752  0.0629
H -4.2639 -4.0704 0.4254  0.1225
H -5.6302 -4.0167 2.4900  0.1323
H -4.7485 -2.9153 4.5229  0.1315
H -2.5613 -1.8319 4.5033  0.1106
H -3.5244 1.0256 5.7554  0.1181
H -3.6898 1.7026 8.1104  0.1238
H -1.7484 1.4603 9.6256  0.1244
H 0.3700 0.5406 8.7486  0.1222
H 0.5830 -0.0680 6.3838  0.1077
H -3.2943 0.6347 0.8114  0.1025
H -5.3666 1.5812 -0.1083  0.1269
H -5.7160 4.0310 -0.1279  0.1305
H -3.9886 5.5319 0.8116  0.1294
H -1.9347 4.6108 1.7779  0.1053
H -0.5371 2.3807 5.0289  0.0860
H 0.5770 4.2193 6.1624  0.1309
H 1.6689 6.0297 4.8730  0.1330
H 1.5640 6.0127 2.3983  0.1265
H 0.3982 4.1981 1.2366  0.0737

Cartesian forces, eV/Å:
0.5 -1.0 1.5
0.0 0.1 0.0
0.0 0.0 -0.2
0.2 0.5 0.1
-0.2 -0.2 -0.1
-0.1 -0.2 -0.1
0.5 0.3 -0.1
-0.2 0.2 0.0
-0.2 0.1 -0.1
0.0 -0.3 0.2
0.0 0.1 0.1
0.0 0.2 -0.2
0.0 -0.5 -0.5
-0.2 0.2 -0.1
-0.1 0.0 -0.1
0.2 -0.3 0.0
-0.3 0.1 -0.3
-0.1 0.0 -0.1
-0.1 0.2 -0.1
0.1 0.1 0.1
-0.2 0.3 -0.8
0.0 0.0 0.0
0.0 0.0 0.0
0.0 0.0 0.0
0.0 0.1 0.0
0.0 0.0 -0.1
-0.1 0.0 0.1
0.1 -0.1 0.0
-0.1 0.0 0.1
-0.1 -0.1 0.0
0.1 0.0 0.1
0.0 0.0 -0.1
0.0 0.1 0.0
0.0 0.0 -0.1
0.1 0.0 0.0
0.0 0.1 -0.1
-0.1 0.0 0.1
-0.1 -0.1 0.1
0.0 0.0 0.0
0.0 0.0 0.1
0.0 0.0 0.0
0.1 0.1 0.0
0.1 -0.1 0.0
0.0 0.0 0.0
0.4 0.0 0.0
-0.1 0.0 0.3
0.1 0.4 -0.1
0.2 -0.3 0.3
0.1 0.1 -0.1
0.0 -0.1 0.0
0.0 0.0 0.0
0.0 0.0 0.0
0.0 0.0 0.0
0.0 0.0 0.0
-0.1 0.1 -0.2
0.0 0.0 0.0
0.0 0.0 0.0
0.0 0.0 0.0
0.0 0.0 0.0
0.0 -0.1 0.1
0.0 -0.1 -0.4
-0.4 0.1 0.1
-0.2 0.0 -0.1
0.0 0.0 0.1
0.2 -0.1 -0.1
0.4 0.0 0.1
-0.5 0.4 0.0
0.1 -0.1 -0.1
0.0 0.1 0.1
0.0 0.0 0.1
0.0 0.0 0.0
0.0 0.0 0.0
0.0 0.0 0.0
0.2 0.0 -0.2
0.1 0.0 0.1
0.0 0.0 0.0
0.0 0.0 0.0
0.0 0.0 0.0
-0.1 0.0 0.2
-0.1 0.1 0.1
-0.2 0.0 -0.1
0.1 -0.1 0.1
0.0 -0.1 0.0
0.0 0.0 0.0
0.0 0.0 0.0
0.0 0.0 0.0
0.0 0.1 0.0
0.0 0.0 0.0
-0.1 0.0 0.1
0.0 0.0 0.1
0.1 0.0 0.0
0.0 0.0 -0.1
-0.1 0.0 0.0
0.1 0.0 0.1
0.0 0.0 0.0
0.0 0.0 0.0
-0.1 0.0 -0.1
-0.1 0.1 0.1
0.0 0.0 0.1
0.0 0.0 0.0
0.0 0.0 0.0
0.0 -0.1 0.0
0.0 0.0 0.0
0.0 0.1 0.0
0.0 0.0 -0.1
-0.1 -0.1 0.0
0.0 -0.1 0.0
0.0 0.0 -0.1